{"formula": "C24H38N4O6S", "method": "ωB97M-V/def2-TZVPD", "elements": ["C", "O", "H", "H", "H", "O", "H", "C", "H", "H", "N", "H", "O", "H", "C", "H", "H", "C", "C", "H", "H", "H", "C", "O", "H", "C", "H", "H", "H", "C", "H", "H", "C", "H", "O", "H", "S", "H", "C", "H", "C", "C", "C", "C", "C", "N", "H", "H", "H", "C", "H", "C", "H", "H", "H", "H", "H", "C", "C", "N", "O", "C", "C", "H", "H", "C", "H", "C", "H", "N", "H", "C", "H"], "positions_angstrom": [[0.62480, -1.43497, -1.28845], [-0.41618, 0.10919, 2.03765], [-3.93479, -3.07679, -0.80727], [4.74960, 0.40998, -1.13672], [1.06254, 0.03175, -2.79470], [0.79114, 4.50101, 1.59222], [4.75412, -0.73164, 1.09974], [4.28822, -0.57374, -1.01192], [-1.56404, -1.52795, -2.99001], [2.11261, -2.05335, 0.13228], [-1.01858, 3.20697, 1.19741], [0.14052, -2.41193, -1.22544], [-4.95447, -0.91215, -1.31889], [-2.64329, 3.18736, -3.04154], [7.11715, -2.14135, 1.14586], [0.11303, -0.78017, -0.58168], [-1.04837, -0.24917, -4.08939], [-3.22525, -3.17785, 0.02655], [-1.90448, 3.27877, -1.05365], [0.90729, -1.60945, -3.40955], [1.62926, 2.49822, 1.90957], [-1.34626, 5.78124, 0.02362], [2.27746, 0.56727, 1.34405], [-5.85391, 0.36277, 0.58247], [-3.80824, -1.78304, 2.90884], [-3.60192, 1.18088, -0.50622], [1.37225, 0.98158, -0.55213], [-1.73754, 2.18071, 2.87678], [-5.37570, -3.64608, 2.41376], [-1.93290, 2.73211, 0.24057], [3.24742, 0.70245, 1.82510], [-0.24531, 3.13109, 3.10675], [6.45288, -1.41903, -0.02005], [6.64680, -1.96754, -0.94456], [-3.85089, -3.82298, 1.11592], [-4.18607, 1.26412, -2.54895], [-4.71661, -0.16768, -0.11189], [0.28863, 5.61112, -0.66755], [-2.72335, -1.78446, 0.41554], [-2.85391, 1.20175, 1.46278], [4.94537, -1.28657, 0.18037], [-4.49449, -1.68774, 2.06118], [-2.71182, 2.75598, -2.05634], [-0.57933, 5.05886, -0.30167], [2.37814, 0.73834, -0.19400], [1.34826, 1.52614, 1.89464], [-1.40191, 0.12735, -2.40440], [6.89181, -0.42437, -0.12862], [-1.91433, -1.84593, 1.14945], [-3.56269, 1.69883, -1.78530], [2.56198, -2.31697, -1.56058], [0.05724, 1.22457, 2.11132], [6.70842, -3.14338, 1.25613], [-2.36951, -1.25461, -0.46833], [3.02108, 1.59472, -0.41703], [4.51080, -2.28129, 0.29377], [1.88609, -0.42351, 1.58000], [0.48399, -0.88889, -2.70677], [2.08769, -1.60818, -0.87574], [-3.78991, -0.99645, 1.00057], [-1.06138, 4.29358, -1.38333], [-0.17864, 4.23361, 0.90844], [-0.97112, -0.61914, -3.06980], [-5.69497, -2.95060, 0.79262], [8.18929, -2.22404, 0.98442], [-2.80312, 1.68201, 0.50213], [-5.35026, -1.07191, 2.33646], [-4.94658, -3.07195, 1.59083], [-2.39531, -3.82160, -0.26943], [2.85542, -0.37923, -0.96483], [6.95099, -1.60073, 2.07525], [-0.78713, 2.46732, 2.42908], [4.50227, -1.15330, -1.91738]], "e_above_lowest_kj_mol": 40.1, "total_energy_ha": -2005.9822, "smiles": "CCCCN(CCCC)CCNC(=O)CN1C(=O)COc2ccc(S(=O)(=O)N3CCOCC3)cc21", "max_force_ev_per_a": 1.11, "total_charge": 0, "gap_ev": 8.73}